1.
Computed, not measured: a structure of composition C27H39BCoN6S3Se2Te2, with ωB97M-V/def2-TZVPD.

Values from the calculation:
<S²>: 6.096
E_LUMO (alpha / beta) (eV): -3.23 / -4.79

Geometry as ORCA input:
```
! RIJCOSX wB97M-V def2-TZVPD def2/J DEFGRID3
* xyz 1 5
Co 13.700 12.570 12.586
C 15.338 7.991 10.762
C 14.060 8.730 10.562
C 13.177 8.447 9.551
C 12.005 9.225 9.399
N 11.682 10.132 10.278
N 12.516 10.398 11.273
B 12.084 11.367 12.352
N 10.801 12.095 11.941
N 9.656 11.434 12.005
C 8.561 12.016 11.596
C 8.567 13.358 11.150
C 9.752 14.039 11.048
C 9.873 15.433 10.555
C 10.910 13.330 11.448
S 12.480 13.981 11.372
C 7.299 11.195 11.576
C 6.288 11.754 12.587
C 6.697 11.262 10.168
C 7.622 9.746 11.924
N 11.899 10.675 13.711
N 11.316 9.485 13.671
C 11.013 8.872 14.781
C 11.301 9.455 16.038
C 11.935 10.666 16.094
C 12.320 11.352 17.356
C 12.248 11.285 14.855
S 13.079 12.767 14.778
C 10.339 7.526 14.666
C 8.935 7.628 15.280
C 10.235 7.110 13.200
C 11.160 6.484 15.436
C 13.735 9.831 11.386
S 14.838 10.577 12.446
C 11.090 9.048 8.212
C 11.897 9.326 6.939
C 9.924 10.028 8.302
C 10.538 7.619 8.193
H 15.344 7.055 10.187
H 15.492 7.773 11.832
H 16.193 8.612 10.442
H 13.396 7.642 8.844
H 7.627 13.853 10.888
H 8.897 15.938 10.560
H 10.268 15.443 9.526
H 10.585 15.998 11.180
H 5.995 12.788 12.343
H 6.704 11.741 13.611
H 5.382 11.128 12.576
H 6.333 12.272 9.920
H 5.842 10.570 10.095
H 7.444 10.971 9.413
H 7.991 9.671 12.961
H 8.405 9.350 11.260
H 6.723 9.122 11.826
H 11.028 8.941 16.965
H 12.141 10.712 18.234
H 11.745 12.292 17.472
H 13.383 11.638 17.313
H 8.343 8.413 14.791
H 8.975 7.850 16.357
H 8.408 6.668 15.150
H 9.717 7.878 12.612
H 9.671 6.168 13.123
H 11.238 6.963 12.771
H 11.207 6.716 16.511
H 12.186 6.430 15.046
H 10.696 5.494 15.319
H 12.366 10.325 6.989
H 11.232 9.301 6.059
H 12.692 8.576 6.791
H 10.283 11.072 8.306
H 9.355 9.857 9.225
H 9.256 9.893 7.439
H 11.339 6.867 8.124
H 9.879 7.490 7.315
H 9.951 7.419 9.105
Se 16.064 13.854 9.931
Te 15.848 14.052 12.310
Te 14.593 16.522 12.307
Se 13.592 16.517 14.476
*
```



2.
Computed, not measured: a structure of composition C27H39BN6O4S4W, with ωB97M-V/def2-TZVPD.

Values from the calculation:
Energy relative to the best compared isomer or geometry (same formula, charge and spin) (kcal/mol): 14.7
E_LUMO (eV): -8.34

Geometry as ORCA input:
```
! RIJCOSX wB97M-V def2-TZVPD def2/J DEFGRID3
* xyz 2 1
W -0.111 3.425 -0.508
C -3.755 2.442 -2.840
C -2.502 1.682 -2.563
C -1.886 0.858 -3.449
C -0.631 0.234 -3.153
N -0.027 0.418 -2.010
N -0.666 1.187 -1.086
B 0.060 1.338 0.288
N -0.726 1.069 1.557
N -1.316 -0.135 1.686
C -1.920 -0.372 2.823
C -1.932 0.600 3.862
C -1.350 1.825 3.713
C -1.372 2.892 4.760
C -0.736 2.053 2.454
S -0.047 3.578 1.985
C -2.608 -1.714 3.008
C -4.094 -1.465 3.306
C -1.957 -2.430 4.201
C -2.474 -2.576 1.756
N 1.436 0.686 0.288
N 1.456 -0.610 0.595
C 2.632 -1.202 0.659
C 3.820 -0.472 0.430
C 3.792 0.862 0.114
C 5.019 1.687 -0.114
C 2.503 1.427 0.029
S 2.248 3.081 -0.459
C 2.588 -2.684 1.004
C 1.741 -3.400 -0.056
C 1.926 -2.830 2.381
C 3.988 -3.293 1.041
C -1.840 1.820 -1.307
S -2.376 2.860 -0.043
C 0.050 -0.655 -4.170
C 1.344 -1.241 -3.613
C 0.359 0.204 -5.409
C -0.919 -1.788 -4.541
H -4.140 2.198 -3.827
H -3.559 3.515 -2.795
H -4.526 2.215 -2.100
H -2.328 0.692 -4.423
H -2.437 0.365 4.790
H -1.877 2.541 5.658
H -1.888 3.780 4.389
H -0.359 3.195 5.027
H -4.246 -0.897 4.225
H -4.601 -2.422 3.431
H -4.581 -0.933 2.487
H -2.076 -1.875 5.133
H -0.891 -2.598 4.036
H -2.431 -3.402 4.340
H -2.951 -2.110 0.892
H -2.962 -3.534 1.937
H -1.431 -2.765 1.500
H 4.774 -0.976 0.504
H 5.909 1.063 -0.085
H 5.108 2.455 0.657
H 4.982 2.193 -1.080
H 0.721 -3.013 -0.074
H 1.701 -4.465 0.173
H 2.174 -3.287 -1.052
H 0.921 -2.406 2.374
H 2.509 -2.335 3.161
H 1.854 -3.887 2.639
H 4.497 -3.219 0.077
H 3.908 -4.353 1.282
H 4.618 -2.837 1.808
H 2.052 -0.461 -3.328
H 1.807 -1.855 -4.384
H 1.158 -1.867 -2.740
H 1.010 1.045 -5.163
H -0.544 0.593 -5.883
H 0.871 -0.413 -6.147
H -1.187 -2.385 -3.667
H -0.436 -2.448 -5.261
H -1.834 -1.420 -5.008
O 1.639 5.573 -2.400
S 0.249 5.533 -2.145
O -0.648 6.465 -2.698
O 0.045 5.374 -0.511
O -0.290 4.004 -2.369
*
```



3.
Computed, not measured: a structure of composition C27H39CrN2PS6Sb, with ωB97M-V/def2-TZVPD.

Values from the calculation:
Energy relative to the best compared isomer or geometry (same formula, charge and spin) (kcal/mol): 21.4
<S²>: 6.298
E_LUMO (alpha / beta) (eV): 1.63 / 0.69

Geometry as ORCA input:
```
! RIJCOSX wB97M-V def2-TZVPD def2/J DEFGRID3
* xyz -1 5
Cr 1.310 -1.133 0.583
S 2.347 0.995 0.903
C 1.100 2.166 0.798
N 1.402 3.500 0.929
C 0.320 4.456 1.003
C -0.849 4.007 0.145
N -1.247 2.682 0.573
C -2.633 2.298 0.424
C -3.152 2.237 -0.997
C -2.338 1.862 -2.061
C -2.853 1.783 -3.346
C -4.188 2.074 -3.585
C -5.007 2.445 -2.528
C -4.489 2.530 -1.246
C -0.228 1.751 0.627
S -0.605 0.069 0.451
C 2.755 4.016 0.817
C 2.978 4.722 -0.499
C 3.211 6.091 -0.555
C 3.396 6.728 -1.775
C 3.342 5.999 -2.952
C 3.114 4.629 -2.904
C 2.932 3.996 -1.686
H 0.681 5.426 0.655
H -0.026 4.561 2.038
H -0.549 4.016 -0.911
H -1.690 4.689 0.270
H -3.242 3.006 0.994
H -2.746 1.316 0.885
H -1.299 1.616 -1.881
H -2.209 1.492 -4.166
H -4.592 2.006 -4.587
H -6.050 2.675 -2.705
H -5.131 2.823 -0.422
H 3.432 3.170 0.900
H 2.953 4.697 1.651
H 3.261 6.663 0.366
H 3.586 7.793 -1.804
H 3.484 6.494 -3.904
H 3.090 4.053 -3.821
H 2.766 2.924 -1.645
S 4.387 -5.222 3.067
Sb 4.956 -4.312 1.002
S 3.248 -1.733 -0.584
S 3.233 -2.151 1.404
S 4.141 -5.944 -0.430
C -2.214 -2.990 -0.698
C -1.766 -3.389 0.713
C -2.593 -2.615 1.744
P 0.090 -3.187 0.853
C 0.509 -3.757 2.584
C 0.536 -2.541 3.521
C -0.347 -4.866 3.191
C 0.712 -4.535 -0.252
C 0.026 -5.897 -0.196
C 0.791 -4.101 -1.724
H -3.301 -3.072 -0.781
H -1.766 -3.621 -1.462
H -1.938 -1.953 -0.902
H -1.937 -4.459 0.862
H -2.407 -1.548 1.664
H -2.392 -2.923 2.769
H -3.656 -2.784 1.546
H 1.537 -4.131 2.487
H -0.465 -2.136 3.681
H 1.162 -1.741 3.114
H 0.957 -2.824 4.488
H -1.392 -4.570 3.295
H 0.040 -5.097 4.185
H -0.307 -5.781 2.607
H 1.739 -4.676 0.111
H -0.968 -5.863 -0.651
H -0.061 -6.295 0.812
H 0.648 -6.588 -0.768
H -0.138 -4.337 -2.251
H 1.608 -4.644 -2.200
H 0.989 -3.039 -1.835
*
```



4.
Computed, not measured: the ion C27H39N4O4 with charge +1, with ωB97M-V/def2-TZVPD.

Values from the calculation:
Energy relative to the best compared isomer or geometry (same formula, charge and spin) (kcal/mol): 8.4
SMILES string: CCOc1cc(N2CCOCC2)c(OCC)cc1[NH2+]CC(=O)N1CCN(Cc2ccccc2)CC1
E_LUMO (eV): -2.14

Geometry as ORCA input:
```
! RIJCOSX wB97M-V def2-TZVPD def2/J DEFGRID3
* xyz 1 1
C -4.192 -4.934 1.087
C -4.315 -3.439 0.847
H -5.088 -3.233 0.096
O -3.056 -2.971 0.376
C -2.931 -1.664 0.000
C -3.896 -0.678 0.125
C -3.679 0.639 -0.304
C -2.416 0.952 -0.895
C -1.449 -0.028 -0.992
C -1.700 -1.323 -0.551
N -0.697 -2.369 -0.677
H -0.172 -2.333 -1.625
C 0.460 -2.302 0.239
C 1.690 -2.315 -0.705
O 1.429 -2.303 -1.910
N 2.905 -2.360 -0.198
C 4.067 -2.376 -1.072
H 4.631 -3.291 -0.874
C 4.951 -1.164 -0.778
N 5.330 -1.196 0.619
H -1.209 -3.253 -0.582
C 4.156 -1.090 1.456
C 3.262 -2.310 1.204
H 3.831 -3.213 1.442
H 2.377 -2.265 1.836
H 3.578 -0.168 1.260
H 4.465 -1.090 2.502
C 6.407 -0.276 0.972
C 6.060 1.183 0.795
C 5.473 1.901 1.830
C 5.109 3.225 1.653
C 5.326 3.847 0.435
C 5.916 3.143 -0.600
C 6.280 1.819 -0.421
H 6.754 1.280 -1.228
H 6.101 3.626 -1.548
H 5.047 4.881 0.298
H 4.663 3.773 2.469
H 5.316 1.427 2.789
H 7.264 -0.536 0.347
H 6.669 -0.476 2.014
H 4.408 -0.241 -1.045
H 5.850 -1.228 -1.391
H 3.725 -2.370 -2.107
H 0.476 -3.149 0.924
H 0.424 -1.370 0.806
H -0.494 0.179 -1.445
O -2.246 2.224 -1.347
C -1.174 2.543 -2.220
C -1.353 1.959 -3.616
H -1.349 0.872 -3.596
H -0.548 2.303 -4.258
H -2.301 2.291 -4.032
H -0.213 2.246 -1.783
H -1.200 3.635 -2.270
N -4.674 1.574 -0.249
C -4.452 2.940 0.188
H -3.414 3.226 0.055
C -4.842 3.064 1.669
O -6.182 2.692 1.886
C -6.424 1.371 1.464
C -6.059 1.211 -0.018
H -6.264 0.204 -0.378
H -6.672 1.912 -0.596
H -7.487 1.187 1.627
H -5.834 0.670 2.077
H -4.758 4.100 2.001
H -4.173 2.432 2.276
H -5.087 3.600 -0.409
H -4.838 -0.932 0.577
H -4.574 -2.923 1.779
H -3.941 -5.447 0.162
H -3.419 -5.136 1.823
H -5.137 -5.320 1.456
*
```